Record 1
{
  "formula": "C11H16BClF6O6Si",
  "method": "ωB97M-V/def2-TZVPD",
  "symbols": ["C", "C", "C", "Si", "Cl", "B", "O", "O", "H", "H", "H", "H", "H", "H", "C", "C", "O", "C", "O", "C", "F", "F", "F", "H", "H", "H", "H", "H", "C", "C", "O", "C", "O", "C", "F", "F", "F", "H", "H", "H", "H", "H"],
  "xyz": [[3.7874, -4.1982, 1.4083], [3.2219, -3.2531, 0.8654], [2.3195, -2.1961, 0.1151], [0.6650, -2.1589, 1.1250], [-0.4298, -0.3664, 0.8706], [-0.3259, -3.7735, 0.5674], [-0.9753, -4.6740, 1.4640], [-0.3394, -4.0455, -0.8518], [3.9500, -5.1540, 1.9780], [2.1512, -2.5583, -0.9486], [2.8390, -1.1906, 0.0973], [1.0683, -2.3737, 2.5292], [-1.7964, -4.2044, 1.7386], [0.4787, -4.5480, -1.0600], [-2.7278, -1.5884, -2.2405], [-2.1030, -0.3382, -2.8261], [-2.6205, -0.0773, -4.1417], [-3.8152, 0.5328, -4.1941], [-4.4553, 0.8569, -3.2326], [-4.2162, 0.7912, -5.6461], [-4.0116, -0.2828, -6.4341], [-3.5080, 1.8046, -6.1849], [-5.5123, 1.1167, -5.7716], [-2.5946, -2.4369, -2.9153], [-2.2776, -1.8287, -1.2762], [-3.8031, -1.4625, -2.0970], [-1.0272, -0.4836, -2.9363], [-2.2465, 0.5276, -2.1759], [0.2183, 4.3987, 2.7932], [1.3141, 4.3180, 3.8369], [2.0698, 3.1044, 3.6894], [3.0176, 3.1127, 2.7386], [3.2565, 4.0470, 2.0254], [3.7702, 1.7827, 2.7282], [2.9407, 0.7221, 2.7950], [4.6132, 1.6769, 3.7746], [4.5125, 1.6169, 1.6215], [-0.4133, 3.5080, 2.8302], [-0.4033, 5.2810, 2.9547], [0.6359, 4.4510, 1.7857], [0.8711, 4.2906, 4.8336], [1.9716, 5.1894, 3.7997]],
  "smiles": "C#CC[Si@@H](Cl)B(O)O.CCOC(=O)C(F)(F)F.CCOC(=O)C(F)(F)F",
  "energy_ha": -2253.9837,
  "total_charge": 0,
  "e_lumo_ev": -0.205,
  "mol_weight_g_mol": 432.6,
  "gap_ev": 9.8
}

---

Record 2
{
  "formula": "C11H16BNO2",
  "method": "ωB97M-V/def2-TZVPD",
  "symbols": ["C", "O", "B", "C", "C", "C", "C", "C", "C", "N", "C", "C", "H", "H", "H", "H", "H", "H", "H", "H", "H", "H", "H", "H", "H", "H", "C", "C", "O", "H", "H"],
  "xyz": [[-0.6221, 0.1608, 2.3796], [0.1690, 0.8023, 1.4353], [0.4393, 0.3105, 0.1402], [-0.1183, -1.1884, -0.2379], [0.7834, -2.2394, -0.1794], [0.3627, -3.5750, -0.3885], [-0.9336, -3.9606, -0.6823], [-1.7451, -2.8892, -0.9979], [-1.3689, -1.5935, -0.6476], [1.3614, 1.0001, -0.6311], [1.6122, 0.7111, -2.0620], [1.9090, 2.2621, -0.2198], [-0.8660, -0.8244, 2.0817], [-1.4293, 0.8673, 2.4839], [-0.1131, 0.1014, 3.3681], [1.7740, -2.0729, 0.0693], [1.1623, -4.3802, -0.2863], [-1.2034, -5.0626, -0.7627], [-2.7771, -2.8853, -1.5095], [-1.9978, -0.7915, -0.8735], [1.4454, -0.4863, -1.9347], [0.8258, 0.9974, -2.7999], [2.6204, 1.0188, -2.4078], [2.9942, 2.1011, -0.3003], [1.6759, 3.0046, -1.0247], [1.4875, 2.5487, 0.7775], [-1.4130, 3.6376, 1.3037], [-1.5819, 2.5928, 0.5599], [-1.8639, 1.7520, -0.2266], [-0.4268, 4.0528, 1.6090], [-2.1621, 4.0278, 1.9643]],
  "smiles": "COB(c1ccccc1)N(C)C.C=C=O",
  "energy_ha": -658.8056,
  "total_charge": 0,
  "e_above_lowest_kcal_mol": 43.3,
  "e_lumo_ev": 0.765,
  "mol_weight_g_mol": 205.1,
  "gap_ev": 9.6
}

---

Record 3
{
  "formula": "C11H16Cl2IN5OSTi",
  "method": "ωB97M-V/def2-TZVPD",
  "symbols": ["Ti", "C", "C", "N", "N", "C", "N", "S", "C", "C", "C", "C", "C", "N", "H", "H", "H", "H", "H", "H", "H", "H", "H", "H", "Cl", "N", "C", "O", "C", "I", "H", "H", "H", "H", "Cl", "C", "H", "H"],
  "xyz": [[-1.2829, -0.0340, -0.2221], [2.1523, -1.3474, 2.4894], [1.1729, -0.6302, 1.6233], [-0.0259, -1.0146, 1.3648], [-0.4870, -2.1911, 1.9026], [-1.8250, -2.2980, 2.1177], [-2.2528, -3.3725, 2.7644], [-2.8692, -1.1184, 1.5520], [1.5196, 0.6701, 1.0173], [2.6802, 1.3554, 1.3240], [2.8908, 2.6082, 0.7572], [1.9314, 3.1226, -0.0899], [0.7974, 2.3668, -0.3536], [0.5907, 1.1643, 0.1795], [2.0199, -2.4271, 2.5081], [2.0756, -0.9703, 3.5131], [3.1679, -1.1723, 2.1436], [0.1652, -2.7634, 2.4203], [-1.6343, -4.0670, 3.1535], [-3.2443, -3.5052, 2.8907], [3.4072, 0.9390, 2.0041], [3.7880, 3.1658, 0.9878], [2.0389, 4.0948, -0.5484], [0.0284, 2.7414, -1.0142], [-2.0317, -1.7888, -1.3891], [-0.9479, 1.1931, -4.2418], [-0.5572, 0.4342, -3.2368], [-0.8380, 0.7730, -2.0587], [0.1937, -0.8138, -3.5934], [1.6473, -1.4274, -2.1997], [-1.5202, 2.0061, -4.0642], [-0.7089, 0.9730, -5.1963], [0.6955, -0.6862, -4.5495], [-0.5325, -1.6216, -3.6815], [-2.3028, 2.0007, 1.1355], [-2.9841, 1.1424, -0.2550], [-2.9710, 1.8005, -1.1176], [-3.9475, 0.6979, -0.0373]],
  "energy_ha": -3243.1249,
  "total_charge": 2,
  "e_above_lowest_kcal_mol": 10.2,
  "e_lumo_ev": -7.293,
  "mol_weight_g_mol": 512.0,
  "gap_ev": 7.8
}